--- A ---
{
  "formula": "C3H7N3",
  "method": "ωB97M-V with the def2-TZVPD basis set",
  "species": ["C", "C", "C", "N", "N", "N", "H", "H", "H", "H", "H", "H", "H"],
  "positions_angstrom": [[1.697, -0.234, 0.251], [-0.716, -0.249, -0.668], [0.486, 0.382, -0.054], [2.596, -0.917, 0.486], [-1.203, -1.413, 0.086], [0.451, 1.676, -0.502], [-0.266, -0.651, -1.648], [-1.591, 0.474, -0.736], [0.047, 0.073, 2.440], [-0.787, -2.264, -0.123], [-1.235, -1.131, 1.085], [1.021, 2.309, 0.021], [-0.499, 1.946, -0.638]],
  "homo_ev": [-9.60, -7.79],
  "total_charge": 0,
  "lumo_ha": [-0.0126, -0.0324],
  "multiplicity": 1
}

=====

--- B ---
{
  "formula": "C3H7N3",
  "method": "ωB97M-V with the def2-TZVPD basis set",
  "species": ["H", "N", "C", "C", "N", "H", "H", "H", "H", "H", "C", "N", "H"],
  "positions_angstrom": [[0.629, 0.582, 2.111], [0.530, 0.720, 1.121], [0.175, -0.379, 0.621], [0.266, -1.794, 1.294], [-0.166, -0.422, -0.766], [-0.779, -2.312, 1.115], [1.108, -2.428, 0.763], [0.343, -1.566, 2.399], [-0.380, 0.529, -1.055], [-0.847, -1.116, -1.019], [-0.218, 2.610, -2.219], [-1.348, 2.506, -2.257], [0.688, 3.072, -2.108]],
  "smiles": "[H]/N=C(\\C)N.C#N",
  "homo_ev": -9.34,
  "total_charge": 0,
  "lumo_ha": 0.0363,
  "multiplicity": 1
}

=====

Most stable structure, least stable structure: B, A.

=====

--- A ---
{
  "formula": "C5H14N4",
  "method": "ωB97M-V with the def2-TZVPD basis set",
  "species": ["C", "C", "C", "C", "N", "N", "N", "C", "N", "H", "H", "H", "H", "H", "H", "H", "H", "H", "H", "H", "H", "H", "H"],
  "positions_angstrom": [[0.392, 0.274, -0.193], [1.412, -0.663, 0.522], [-0.850, 0.459, 0.681], [2.765, -0.684, -0.189], [-1.695, -0.574, 0.809], [0.977, 1.597, -0.424], [0.940, -2.039, 0.654], [-3.466, 0.708, -0.815], [-3.474, -0.329, -0.213], [-2.232, -0.526, 1.670], [0.079, -0.237, -1.118], [1.564, -0.263, 1.531], [0.307, 2.221, -0.860], [1.775, 1.539, -1.044], [-0.013, -2.055, 1.006], [0.914, -2.482, -0.259], [-0.681, 1.123, 1.537], [-1.524, 1.374, -0.093], [3.267, 0.282, -0.142], [3.409, -1.423, 0.287], [2.647, -0.966, -1.241], [-2.368, 1.446, -0.624], [-4.145, 1.217, -1.483]],
  "homo_ev": -8.89,
  "total_charge": 0,
  "lumo_ha": 0.0187,
  "multiplicity": 1
}

=====

--- B ---
{
  "formula": "C5H14N4",
  "method": "ωB97M-V with the def2-TZVPD basis set",
  "species": ["C", "C", "C", "C", "N", "H", "H", "H", "H", "H", "H", "H", "H", "H", "C", "N", "N", "N", "H", "H", "H", "H", "H"],
  "positions_angstrom": [[0.247, 0.937, 2.009], [0.623, 0.827, 0.551], [-0.226, 1.247, -0.469], [0.297, 1.816, -1.758], [-1.526, 0.837, -0.443], [0.735, 0.137, 2.572], [0.609, 1.880, 2.418], [-0.823, 0.828, 2.161], [1.676, 1.022, 0.378], [0.338, 1.045, -2.534], [1.293, 2.230, -1.633], [-0.371, 2.598, -2.119], [-1.945, 0.750, -1.362], [-1.593, -0.146, 0.037], [1.099, -1.575, -1.078], [0.485, -1.335, 0.214], [-0.771, -1.685, 0.199], [-1.282, -1.869, 1.480], [0.410, -1.393, -1.913], [1.463, -2.605, -1.111], [1.962, -0.917, -1.176], [-2.116, -2.433, 1.431], [-0.583, -2.197, 2.148]],
  "smiles": "C/C=C(/C)N.C/N=N/N",
  "homo_ev": -7.06,
  "total_charge": 0,
  "lumo_ha": 0.0392,
  "multiplicity": 1
}

=====

--- C ---
{
  "formula": "C5H14N4",
  "method": "ωB97M-V with the def2-TZVPD basis set",
  "species": ["C", "C", "N", "C", "N", "C", "H", "H", "H", "H", "H", "H", "H", "H", "H", "H", "N", "C", "N", "H", "H", "H", "H"],
  "positions_angstrom": [[1.686, 0.125, 1.705], [0.837, 1.173, -0.879], [0.924, -0.656, 0.749], [0.243, -0.091, -0.310], [0.739, -2.026, 0.985], [-0.313, -1.011, -1.344], [0.133, -2.096, 1.800], [1.657, -2.444, 1.118], [2.486, 0.670, 1.201], [1.001, 0.803, 2.218], [2.154, -0.496, 2.469], [1.685, 0.944, -1.528], [0.036, 1.635, -1.457], [1.152, 1.873, -0.111], [0.317, -1.021, -2.231], [-0.500, -2.036, -1.043], [-1.367, 0.645, 0.511], [-2.885, 0.834, -1.345], [-2.186, 1.564, -0.636], [-1.950, -0.147, 0.788], [-1.285, 1.264, 1.309], [-1.306, -0.603, -1.636], [-3.257, 1.096, -2.334]],
  "homo_ev": -6.01,
  "total_charge": 0,
  "lumo_ha": 0.0208,
  "multiplicity": 1
}

=====

--- D ---
{
  "formula": "C5H14N4",
  "method": "ωB97M-V with the def2-TZVPD basis set",
  "species": ["C", "C", "C", "C", "N", "N", "N", "C", "N", "H", "H", "H", "H", "H", "H", "H", "H", "H", "H", "H", "H", "H", "H"],
  "positions_angstrom": [[2.077, 1.611, 0.193], [-1.677, 0.791, 1.033], [-1.826, -1.502, 0.558], [-0.909, -0.062, -2.195], [1.879, 0.407, 0.985], [-2.186, -0.276, 0.224], [2.976, -0.623, 0.780], [1.678, -0.809, 0.335], [0.908, -1.561, -0.270], [3.193, -1.068, 1.669], [-0.057, -0.303, -1.447], [2.644, 2.327, 0.787], [1.095, 2.028, -0.035], [2.607, 1.408, -0.743], [-0.329, -1.580, 0.083], [-1.632, -1.717, 1.617], [-2.518, 1.210, 1.587], [-0.900, 0.507, 1.756], [-1.272, 1.569, 0.389], [-2.409, -2.296, 0.102], [-1.467, -0.978, -2.328], [-1.523, 0.793, -1.958], [-0.352, 0.126, -3.118]],
  "homo_ev": [-8.71, -8.71],
  "total_charge": 0,
  "lumo_ha": [-0.0177, -0.0177],
  "multiplicity": 1
}

=====

Most stable structure, least stable structure: B, D.

=====

--- A ---
{
  "formula": "C7H6O3",
  "method": "ωB97M-V with the def2-TZVPD basis set",
  "species": ["O", "C", "C", "O", "C", "C", "C", "C", "C", "O", "H", "H", "H", "H", "H", "H"],
  "positions_angstrom": [[-0.384, -2.494, -0.073], [-0.186, -1.286, -0.022], [1.161, -0.811, -0.001], [2.146, -1.786, 0.088], [1.647, 0.491, -0.040], [0.975, 1.730, -0.061], [-0.409, 1.928, 0.028], [-1.427, 0.960, 0.028], [-1.370, -0.449, 0.033], [-2.553, -1.076, -0.017], [1.658, -2.609, -0.053], [2.725, 0.553, -0.030], [1.627, 2.585, -0.106], [-0.766, 2.956, 0.080], [-2.436, 1.353, 0.036], [-2.409, -2.043, 0.111]],
  "smiles": "O=c1c(O)ccccc1O",
  "homo_ev": -8.29,
  "total_charge": 0,
  "lumo_ha": -0.0070,
  "multiplicity": 1
}

=====

--- B ---
{
  "formula": "C7H6O3",
  "method": "ωB97M-V with the def2-TZVPD basis set",
  "species": ["O", "C", "C", "C", "C", "C", "C", "O", "H", "H", "H", "H", "C", "O", "H", "H"],
  "positions_angstrom": [[-1.206, -1.360, -1.466], [-0.729, -1.086, -0.407], [0.438, -1.695, 0.180], [1.092, -1.173, 1.265], [0.553, 0.036, 1.931], [-0.619, 0.575, 1.577], [-1.290, 0.144, 0.351], [-2.183, 0.794, -0.148], [0.830, -2.648, -0.161], [2.023, -1.565, 1.773], [1.001, 0.356, 2.811], [-0.816, 1.502, 2.050], [0.249, 1.499, -2.399], [1.314, 1.470, -1.841], [-0.650, 2.165, -2.203], [-0.007, 0.987, -3.312]],
  "smiles": "O=C1C=CC=CC1=O.C=O",
  "homo_ev": -9.73,
  "total_charge": 0,
  "lumo_ha": -0.0641,
  "multiplicity": 1
}

=====

Most stable structure, least stable structure: A, B.

=====

--- A ---
{
  "formula": "HI2OP",
  "method": "ωB97M-V with the def2-TZVPD basis set",
  "species": ["O", "P", "I", "I", "H"],
  "positions_angstrom": [[3.991, -2.844, 0.854], [4.179, -2.088, 2.049], [4.369, 0.343, 1.629], [0.589, -0.835, -0.573], [1.651, 0.501, -0.313]],
  "smiles": "O=PI.I",
  "homo_ev": -9.89,
  "total_charge": 0,
  "lumo_ha": -0.0498,
  "multiplicity": 1
}

=====

--- B ---
{
  "formula": "HI2OP",
  "method": "ωB97M-V with the def2-TZVPD basis set",
  "species": ["O", "P", "I", "I", "H"],
  "positions_angstrom": [[-0.134, 0.675, 1.496], [-1.070, -0.187, -1.563], [0.294, -2.162, -1.604], [0.232, 1.153, -0.424], [0.678, 0.521, 2.095]],
  "homo_ev": -8.35,
  "total_charge": 0,
  "lumo_ha": -0.0324,
  "multiplicity": 1
}

=====

Most stable structure, least stable structure: A, B.